(1)
Here is C47H41N6O3S2SbTeW as an isolated structure at a distorted geometry from OMol25. Energies are from the ωB97M-V functional and the def2-TZVPD basis.

Structure (XYZ):
```
102
Properties=species:S:1:pos:R:3:forces:R:3
W -0.5697 -1.1443 1.5909 -0.288 -0.427 -0.189
C -1.8235 -1.5404 3.5698 0.094 -0.342 -0.031
C -2.6142 -1.8312 2.4168 -0.237 -0.073 0.001
C -1.9852 -2.9264 1.7223 0.027 -0.380 0.109
C -0.8341 -3.3215 2.4686 -0.260 -0.306 0.456
C -0.7393 -2.4736 3.6070 -0.197 -0.351 -0.078
C 0.2190 -2.6251 4.7504 0.053 0.230 -0.330
C -0.0528 -4.5775 2.2174 0.058 0.233 -0.075
C -2.5746 -3.6966 0.5746 0.175 0.118 -0.011
C -4.0117 -1.3544 2.1441 0.199 0.099 -0.138
C -2.1554 -0.5930 4.6884 0.229 0.131 -0.280
H 0.5270 -1.6580 5.1464 -0.005 0.019 -0.024
H 1.1134 -3.1656 4.4476 0.033 -0.008 -0.005
H -0.2545 -3.1796 5.5634 -0.070 -0.028 -0.058
H -0.0662 -4.8411 1.1590 0.046 0.027 0.071
H -0.4958 -5.4030 2.7778 -0.039 0.002 0.037
H 0.9850 -4.4759 2.5306 0.029 -0.019 -0.032
H -1.8510 -3.8299 -0.2372 -0.106 0.005 0.100
H -3.4396 -3.1747 0.1712 0.037 -0.018 -0.046
H -2.8939 -4.6833 0.9081 -0.023 -0.083 0.078
H -4.1621 -1.1369 1.0853 -0.025 0.000 0.038
H -4.2546 -0.4583 2.7129 0.003 0.011 -0.013
H -4.7176 -2.1368 2.4333 0.000 0.043 0.002
H -1.3208 0.0764 4.9054 -0.004 0.015 0.029
H -2.3736 -1.1546 5.5981 0.000 -0.035 -0.020
H -3.0255 0.0182 4.4570 0.009 0.005 -0.006
N 0.9864 -0.5290 2.6988 1.322 1.237 0.888
C 1.7396 0.2878 3.0987 -0.852 -1.492 -0.398
C 2.4200 1.3376 3.6020 -0.081 -0.037 -0.122
C 1.6245 2.4785 3.7756 -0.434 0.698 0.173
N 0.8876 3.3585 3.8683 -0.013 0.152 0.222
C 3.7753 1.3076 3.9386 0.652 -0.100 0.153
N 4.8845 1.2710 4.2340 0.319 -0.001 0.094
Te 1.2884 -2.0952 -0.0859 0.623 -0.094 0.422
C 3.1877 -1.4788 0.7407 -0.430 -0.151 -0.081
C 3.9209 -0.4347 0.2005 -0.307 0.057 -0.362
C 5.1321 -0.0710 0.7681 0.139 -0.080 0.020
C 5.6130 -0.7460 1.8762 0.029 0.083 0.001
C 4.8721 -1.7766 2.4280 0.084 -0.089 0.012
C 3.6662 -2.1428 1.8601 -0.202 -0.287 -0.022
H 3.5614 0.0929 -0.6739 -0.033 0.052 -0.060
H 5.7061 0.7323 0.3331 0.014 0.124 -0.027
H 6.5494 -0.4561 2.3253 0.077 0.054 0.035
H 5.2393 -2.3072 3.2947 0.007 0.000 0.073
H 3.0962 -2.9576 2.2845 -0.034 -0.076 0.075
O 2.1906 6.2469 -1.7025 0.206 -0.166 -0.170
S 1.6463 7.4954 -1.2054 -0.890 -0.073 0.760
O 0.6158 8.0846 -2.0409 0.220 0.171 -0.310
O 2.6008 8.3991 -0.6075 0.109 0.074 -0.145
C 0.5701 6.9732 0.2108 1.276 0.446 -1.624
N 0.0076 7.9026 0.9478 -0.569 0.659 0.822
C -0.8124 7.4788 1.8980 0.188 -0.068 -0.187
C -1.0565 6.1277 2.1205 0.061 -0.567 -0.216
C -0.4190 5.2290 1.2622 -0.030 1.567 0.038
N 0.3876 5.6875 0.2967 -0.488 -1.544 0.677
C -0.5276 3.7757 1.3190 -0.081 -1.030 -0.115
C 0.4709 3.0271 0.6801 -0.409 0.041 0.137
C 0.4436 1.6579 0.7395 0.139 -0.356 -0.105
N -0.5394 0.9685 1.3601 -0.316 1.537 0.211
C -1.5351 1.6882 1.9069 -0.181 -0.184 0.109
C -1.5658 3.0626 1.9276 0.393 0.270 -0.263
H -1.2824 8.2481 2.4989 -0.046 -0.050 0.104
H -1.6900 5.7979 2.9273 -0.088 -0.026 0.124
H 1.2425 3.5582 0.1469 0.193 0.014 -0.054
H 1.2237 1.0633 0.2641 -0.133 0.082 0.160
H -2.3483 1.1093 2.3346 0.051 0.103 0.013
H -2.3925 3.5698 2.3972 -0.086 0.032 0.066
S -1.8784 -0.7536 -0.4124 0.752 -0.298 -0.708
Sb -0.5766 -1.1374 -2.4340 -0.395 0.348 -1.141
C -2.3777 -0.6411 -3.4907 0.445 -0.092 0.174
C -3.5244 -1.3632 -3.1883 0.011 -0.209 0.156
C -4.7464 -0.9881 -3.7136 -0.060 -0.091 0.019
C -4.8304 0.1258 -4.5340 -0.026 0.046 -0.016
C -3.6892 0.8473 -4.8369 -0.042 0.125 -0.109
C -2.4627 0.4644 -4.3180 0.245 -0.003 -0.033
C 0.8459 0.3363 -3.1518 -0.575 -0.636 0.525
C 0.6980 1.6691 -2.8017 -0.276 0.055 0.201
C 1.6038 2.6066 -3.2743 -0.005 0.079 0.024
C 2.6402 2.2017 -4.1010 0.010 -0.005 0.038
C 2.7867 0.8664 -4.4383 0.073 -0.028 -0.071
C 1.8947 -0.0771 -3.9569 -0.103 -0.264 -0.015
C -0.1146 -3.0466 -3.4202 -0.112 0.705 0.596
C 1.0985 -3.6907 -3.2534 0.300 0.100 0.155
C 1.3092 -4.9302 -3.8358 0.065 -0.016 0.013
C 0.3012 -5.5335 -4.5704 -0.011 -0.011 0.012
C -0.8982 -4.8705 -4.7666 -0.018 -0.076 -0.034
C -1.1036 -3.6227 -4.2000 -0.266 0.163 -0.050
H -3.4566 -2.2150 -2.5183 -0.119 0.011 -0.030
H -5.6314 -1.5580 -3.4720 -0.091 -0.031 0.006
H -5.7881 0.4361 -4.9246 -0.058 0.021 -0.062
H -3.7492 1.7196 -5.4700 -0.024 0.075 -0.061
H -1.5697 1.0296 -4.5462 0.017 0.133 -0.081
H -0.1256 1.9787 -2.1673 0.028 0.073 -0.004
H 1.5094 3.6458 -2.9978 -0.043 0.208 0.073
H 3.3359 2.9331 -4.4794 0.091 0.105 -0.015
H 3.5975 0.5544 -5.0795 0.070 -0.028 -0.054
H 2.0070 -1.1207 -4.2182 0.055 -0.058 -0.065
H 1.8921 -3.2338 -2.6705 -0.071 -0.102 -0.031
H 2.2577 -5.4287 -3.7005 0.071 -0.032 0.005
H 0.4494 -6.5195 -4.9851 0.034 -0.046 -0.078
H -1.6822 -5.3274 -5.3529 -0.046 -0.005 -0.053
H -2.0308 -3.0966 -4.3790 -0.068 -0.060 0.007
```
Positions in Å, forces in eV/Å.

Properties
- HOMO level (alpha / beta) (eV) = -7.21 / -7.21
- HOMO-LUMO gap (alpha / beta) (Eh) = 0.1730 / 0.1781
- net charge = 0

---

(2)
Here is C47H42CrN3O6P2 as an isolated structure at a distorted geometry from OMol25. Energies are from the ωB97M-V functional and the def2-TZVPD basis.

Structure (XYZ):
```
101
Properties=species:S:1:pos:R:3:forces:R:3
Cr 1.4459 0.4028 -0.1034 -1.357 -0.285 0.298
C -5.4277 -0.4009 -2.0749 0.274 0.371 1.511
C -3.9466 -0.0835 -1.7128 -0.734 0.121 -1.324
C -3.4069 0.9389 -2.7396 1.030 -0.119 -0.820
C -3.7063 0.5032 -0.3127 -2.153 -0.235 -0.029
C -4.7371 0.9949 0.5268 0.739 0.168 -0.468
C -4.4367 1.7436 1.7009 0.206 -1.944 -2.333
C -3.1052 1.9482 1.9864 1.184 0.496 0.326
C -2.0822 1.3398 1.2388 0.061 0.538 -1.048
P -0.3165 1.7706 1.3683 0.320 -0.314 -0.530
C -0.2182 2.0928 3.1286 -0.998 -2.184 -1.310
C -0.6509 0.9405 3.7831 -0.108 -0.584 0.937
C -0.6579 0.9018 5.1633 0.021 -0.738 0.435
C -0.2844 2.0266 5.8634 0.114 0.402 -1.113
C -0.0991 3.2125 5.1772 0.344 -0.107 0.689
C -0.0543 3.2480 3.7943 0.659 1.836 0.537
C -0.0002 3.3296 0.4988 -0.411 0.442 0.423
C -1.0167 4.0993 -0.0795 -0.818 -0.455 -0.457
C -0.7534 5.3996 -0.4863 0.575 0.030 0.082
C 0.5473 5.9258 -0.2717 -1.354 0.732 -0.204
C 1.5861 5.1611 0.2036 0.175 -1.162 0.511
C 1.2850 3.8488 0.6197 0.678 -0.141 -0.174
C -2.4041 0.6042 0.1031 -1.376 1.385 1.470
O -1.4197 0.1335 -0.6482 1.528 -2.281 -1.801
C -1.7302 -1.1035 -1.2843 -1.543 -0.175 0.653
C -0.9313 -2.2106 -1.0029 -0.381 1.199 -0.323
C -1.3111 -3.4495 -1.4607 0.484 -1.274 -0.093
C -2.4886 -3.6845 -2.1618 0.385 -0.085 0.364
C -3.3478 -2.5925 -2.2859 0.024 0.751 0.180
C -3.0269 -1.2879 -1.8443 1.476 -0.662 0.878
P 0.4280 -2.1189 0.1346 1.216 0.616 0.557
C 1.4887 -3.5644 -0.3245 -1.558 2.983 -0.184
C 1.7826 -4.4984 0.6030 1.724 -1.548 0.610
C 2.7159 -5.4937 0.2299 -0.754 -0.937 -1.031
C 3.2015 -5.5973 -1.1007 -0.954 0.922 0.147
C 2.8111 -4.5873 -2.0185 -1.257 0.109 0.667
C 1.9154 -3.5699 -1.6439 1.548 -2.037 0.559
C -0.2438 -2.2764 1.8336 0.349 -0.412 -0.213
C 0.5537 -2.1880 2.9923 -0.307 0.674 -1.250
C -0.0744 -2.1156 4.2048 0.558 0.161 1.648
C -1.4430 -2.3061 4.3321 -0.263 -0.481 1.552
C -2.1981 -2.4894 3.2042 -1.403 -0.587 -0.920
C -1.6169 -2.4876 1.9502 1.544 0.038 0.210
H -6.1217 0.4894 -1.9776 0.994 -0.984 -0.458
H -5.7545 -1.1408 -1.3478 -0.408 -0.099 0.130
H -5.4817 -0.8969 -3.0349 -0.123 0.382 -0.384
H -3.8701 1.9193 -2.5992 0.111 -0.098 -0.113
H -3.4672 0.6274 -3.8338 -0.364 0.148 1.462
H -2.3202 0.9741 -2.5239 -0.578 0.654 -0.287
H -5.7784 0.8690 0.1757 0.700 0.106 0.514
H -5.2990 2.0118 2.2372 -0.468 0.957 1.057
H -2.7215 2.6465 2.7327 -0.647 -0.299 0.257
H -1.0357 0.0785 3.2441 0.356 0.123 -0.093
H -0.8986 0.0120 5.7620 -0.006 0.294 -0.677
H -0.0669 1.9680 6.8923 -0.256 0.113 1.172
H 0.0861 4.0638 5.7922 0.167 0.759 -0.059
H 0.1554 4.1734 3.2601 0.005 -0.108 0.171
H -2.0204 3.6280 -0.2087 0.804 0.632 0.159
H -1.5268 6.0346 -0.9550 0.492 -0.456 0.487
H 0.6172 7.0018 -0.3903 0.518 -0.119 -0.394
H 2.6217 5.4987 0.3195 -0.593 0.238 -0.030
H 2.0758 3.2208 1.0716 -0.359 0.423 -0.163
H -0.6238 -4.2453 -1.1551 -0.590 -0.135 -0.515
H -2.6964 -4.7329 -2.4787 -0.199 1.209 0.171
H -4.3400 -2.7141 -2.6565 -0.485 -0.315 -0.376
H 1.3001 -4.5083 1.5807 0.324 0.027 -0.191
H 2.8275 -6.3548 0.8843 0.369 0.287 0.059
H 3.7074 -6.4970 -1.4908 0.019 0.732 0.601
H 2.9727 -4.6213 -3.0760 0.684 -0.476 -0.372
H 1.4620 -2.9630 -2.3866 -0.090 0.771 -0.475
H 1.6192 -2.1164 2.9023 0.439 0.268 0.102
H 0.4847 -1.8380 5.1255 -0.173 -0.702 -0.854
H -1.8490 -2.4586 5.3730 0.179 0.592 -1.369
H -3.2662 -2.7077 3.1658 0.218 0.030 0.731
H -2.0774 -2.8530 1.0647 -1.127 0.311 -0.413
O 6.7860 -2.3594 0.2444 0.164 0.038 0.268
C 5.8004 -2.6799 -0.5815 0.185 -1.223 0.891
O 5.8096 -3.7558 -1.1266 -0.246 0.886 -0.230
C 4.7308 -1.6722 -0.8453 0.932 -1.436 -0.738
C 4.3862 -1.5988 -2.1813 -0.188 1.224 0.757
N 3.4640 -0.6142 -2.2720 0.498 -0.160 -0.985
N 3.2126 -0.0860 -1.0393 -0.968 0.201 -1.557
C 3.9445 -0.7527 -0.1746 0.498 0.339 0.740
C 3.6553 -0.3962 1.2785 0.416 -1.603 0.483
O 4.3351 -0.8437 2.1742 -0.140 0.607 -0.660
O 2.5226 0.2512 1.4131 0.283 0.191 0.157
H 6.5851 -1.6041 0.8047 -0.105 0.327 0.138
H 4.8589 -2.1382 -2.9931 -0.382 0.193 -0.086
H 3.2814 -0.1431 -3.1754 -0.404 -0.187 1.281
C 0.7170 2.9876 -4.8784 -0.608 0.987 0.197
N 1.2046 2.5083 -3.6181 -1.183 -2.595 1.979
C 2.4836 2.9188 -3.0431 -1.070 1.776 -0.368
C 0.4544 1.6293 -2.9144 1.451 2.309 -1.702
O 0.8630 1.1385 -1.8732 0.220 -0.924 1.399
H 1.4295 2.7803 -5.6303 0.763 -0.141 -0.978
H 0.5821 4.0661 -4.7869 -0.108 0.034 -0.326
H -0.2317 2.5209 -5.1653 0.222 0.065 0.282
H 2.6415 3.8717 -3.5346 0.497 0.334 0.048
H 3.3133 2.2983 -3.3315 0.272 -0.536 0.320
H 2.3474 3.1672 -1.9689 0.384 -0.664 -0.632
H -0.5165 1.4761 -3.3339 -0.781 -0.530 -0.150
```
Positions in Å, forces in eV/Å.

Properties
- 2S+1 = 4
- HOMO level (alpha / beta) (eV) = -13.39 / -13.36
- HOMO-LUMO gap (alpha / beta) (Eh) = 0.2169 / 0.2961
- net charge = +2
- ⟨S²⟩ = 3.9607

---

Which relative energy (zero: lowest compared OMol25 entry of this formula, charge and spin) belongs to each record? In order, 15.1; 277.6 kJ/mol.
Which energy belongs to each record? In order, -101811.76347; -113161.58235 eV.